{"formula": "C4H8S2", "method": "ωB97M-V with the def2-TZVPD basis set", "species": ["C", "C", "C", "C", "H", "H", "H", "H", "H", "H", "H", "H", "S", "S"], "positions_angstrom": [[0.927, 1.184, 0.250], [0.239, -0.151, 0.091], [-0.832, -0.582, 1.088], [-0.869, 0.142, -1.025], [-0.001, 2.052, -0.104], [1.816, 0.879, -0.622], [1.477, 1.317, 1.196], [0.905, -2.511, -0.403], [-0.521, -1.629, 1.479], [-1.034, 0.219, 1.657], [-1.103, 1.290, -1.284], [-0.403, -0.352, -1.985], [1.518, -1.162, -0.212], [-2.119, -0.697, -0.126]], "lumo_energy_ha": 0.0221, "total_charge": 0, "orbital_gap_ev": 9.308}

{"formula": "C4H8O2", "method": "ωB97M-V with the def2-TZVPD basis set", "species": ["C", "C", "C", "O", "C", "O", "H", "H", "H", "H", "H", "H", "H", "H"], "positions_angstrom": [[1.270, 0.919, -0.382], [-0.080, 0.531, 0.219], [0.116, -0.504, 1.314], [0.802, -1.491, 1.138], [-1.044, -0.198, -0.762], [-1.606, -1.340, -0.134], [1.889, 1.425, 0.367], [1.162, 1.592, -1.238], [1.803, 0.019, -0.704], [-0.579, 1.414, 0.636], [-0.455, -0.372, 2.252], [-1.889, 0.438, -1.038], [-0.523, -0.478, -1.690], [-0.868, -1.954, 0.022]], "smiles": "C[C@H](C=O)CO", "lumo_energy_ha": 0.0329, "total_charge": 0, "orbital_gap_ev": 10.889}

{"formula": "C2H4ClOP", "method": "ωB97M-V with the def2-TZVPD basis set", "species": ["C", "O", "P", "C", "Cl", "H", "H", "H", "H"], "positions_angstrom": [[-1.812, 0.391, -0.073], [-0.526, -0.234, 0.222], [0.908, 0.627, -0.132], [2.143, -0.560, 0.004], [3.815, -0.108, -0.152], [-2.135, -0.262, -0.874], [-1.810, 1.377, -0.268], [-2.424, 0.305, 0.798], [1.840, -1.536, 0.476]], "smiles": "CO/P=C/Cl", "lumo_energy_ha": 0.0059, "total_charge": 0, "orbital_gap_ev": 8.846}

{"formula": "C2H6BBrO2", "method": "ωB97M-V with the def2-TZVPD basis set", "species": ["B", "C", "C", "O", "O", "Br", "H", "H", "H", "H", "H", "H"], "positions_angstrom": [[-0.440, -0.250, -0.051], [-1.726, 0.465, 0.397], [1.960, 0.512, 0.217], [0.681, 0.710, -0.351], [-0.312, -1.567, -0.070], [3.054, -0.620, -1.094], [-2.209, 0.822, -0.513], [-1.602, 1.288, 1.048], [-2.490, -0.186, 0.691], [1.731, -0.011, 1.163], [0.852, 0.838, -1.304], [0.500, -2.000, -0.133]], "lumo_energy_ha": 0.0033, "total_charge": 0, "orbital_gap_ev": 7.158}

{"formula": "C24H26BF10GeHfN9OSSeTe", "method": "ωB97M-V with the def2-TZVPD basis set", "species": ["Hf", "C", "C", "N", "N", "C", "B", "N", "C", "C", "C", "N", "N", "C", "C", "C", "N", "N", "C", "C", "C", "N", "H", "H", "H", "H", "H", "H", "H", "H", "H", "H", "H", "H", "F", "C", "C", "F", "C", "F", "C", "S", "C", "F", "C", "F", "N", "C", "C", "Ge", "C", "C", "C", "Se", "C", "H", "H", "H", "H", "H", "H", "H", "H", "H", "H", "H", "H", "H", "H", "F", "Te", "F", "F", "F", "F", "O"], "positions_angstrom": [[-0.214, -0.368, -2.347], [-1.123, -0.147, 2.015], [-1.218, 0.242, 0.683], [-0.340, -0.437, -0.060], [0.334, -1.265, 0.783], [-0.119, -1.103, 2.033], [1.470, -2.128, 0.149], [0.836, -3.052, -0.912], [0.628, -4.378, -0.847], [0.043, -4.792, -2.026], [-0.096, -3.629, -2.778], [0.396, -2.584, -2.115], [2.439, -1.137, -0.569], [3.742, -0.925, -0.324], [4.227, -0.039, -1.266], [3.129, 0.239, -2.078], [2.049, -0.408, -1.640], [2.251, -2.959, 1.141], [3.240, -3.839, 0.821], [3.674, -4.426, 1.978], [2.877, -3.840, 2.982], [2.028, -2.965, 2.478], [-1.715, 0.189, 2.849], [-1.883, 0.937, 0.204], [0.300, -1.691, 2.830], [0.904, -4.936, 0.031], [-0.248, -5.791, -2.297], [-0.536, -3.488, -3.752], [4.241, -1.429, 0.486], [5.239, 0.310, -1.378], [3.068, 0.840, -2.972], [3.548, -3.985, -0.202], [4.444, -5.169, 2.088], [2.888, -4.025, 4.044], [-4.437, -5.634, 2.299], [-4.423, -4.506, 1.617], [-5.522, -3.658, 1.661], [-6.577, -3.994, 2.392], [-5.499, -2.479, 0.948], [-6.558, -1.692, 1.010], [-4.383, -2.093, 0.173], [-4.359, -0.636, -0.696], [-3.291, -2.992, 0.158], [-2.200, -2.710, -0.544], [-3.304, -4.171, 0.862], [-2.256, -4.991, 0.839], [1.714, 3.348, -1.938], [1.436, 2.687, -1.017], [-2.616, 3.925, 0.814], [-0.873, 4.750, 1.070], [-0.301, 5.638, -0.567], [-0.814, 5.952, 2.599], [0.309, 3.198, 1.701], [1.856, 2.476, 0.805], [3.042, 4.001, 0.921], [-3.378, 4.705, 0.792], [-2.864, 3.238, 1.624], [-2.657, 3.392, -0.135], [-0.902, 6.547, -0.648], [-0.509, 5.025, -1.442], [0.746, 5.939, -0.587], [-1.469, 6.803, 2.414], [0.194, 6.333, 2.766], [-1.154, 5.457, 3.508], [-0.307, 2.312, 1.849], [0.748, 3.453, 2.670], [2.591, 4.846, 0.411], [3.986, 3.711, 0.470], [3.160, 4.188, 1.987], [0.703, 3.782, -5.662], [0.515, 2.181, -4.604], [-1.713, -1.265, -3.137], [-1.200, 1.324, -2.081], [2.146, 1.781, -5.403], [-0.676, 1.666, -5.923], [0.590, 0.340, -4.006]], "lumo_energy_ha": [-0.1709, -0.1709], "s2": 0.7762, "spin_multiplicity": 2, "total_charge": 1, "orbital_gap_ev": [6.490, 6.755]}

{"formula": "C40H72BrF18NO22P4S4", "method": "ωB97M-V with the def2-TZVPD basis set", "species": ["C", "C", "N", "C", "C", "C", "C", "C", "C", "F", "F", "C", "F", "F", "C", "F", "F", "C", "F", "F", "S", "F", "F", "F", "F", "F", "C", "P", "O", "O", "S", "O", "S", "O", "O", "C", "C", "C", "C", "C", "O", "O", "C", "Br", "S", "O", "O", "C", "F", "F", "C", "F", "F", "F", "C", "C", "O", "H", "H", "H", "H", "H", "H", "H", "H", "H", "H", "H", "H", "H", "H", "H", "H", "H", "H", "H", "H", "H", "H", "H", "H", "H", "H", "H", "O", "P", "O", "C", "C", "O", "C", "C", "O", "C", "C", "H", "H", "H", "H", "H", "H", "H", "H", "H", "H", "H", "H", "H", "H", "H", "O", "P", "O", "C", "C", "O", "C", "C", "O", "C", "C", "H", "H", "H", "H", "H", "H", "H", "H", "H", "H", "H", "H", "H", "H", "H", "O", "P", "O", "C", "C", "O", "C", "C", "O", "C", "C", "H", "H", "H", "H", "H", "H", "H", "H", "H", "H", "H", "H", "H", "H", "H"], "positions_angstrom": [[4.734, 3.213, 8.220], [3.393, 3.063, 7.400], [3.527, 1.881, 6.535], [2.551, 1.900, 5.392], [3.302, 1.929, 4.035], [3.293, 0.676, 3.099], [2.819, -0.619, 3.882], [1.309, -0.899, 3.945], [1.072, -2.339, 4.497], [1.482, -3.202, 3.495], [1.840, -2.641, 5.562], [-0.445, -2.647, 4.674], [-1.029, -2.462, 3.468], [-0.537, -3.986, 4.907], [-1.175, -1.930, 5.862], [-1.556, -2.850, 6.760], [-0.273, -1.171, 6.559], [-2.319, -0.942, 5.468], [-2.459, -0.106, 6.521], [-1.981, -0.139, 4.461], [-4.020, -1.656, 5.150], [-3.890, -1.269, 3.582], [-4.648, -0.187, 5.392], [-4.270, -2.023, 6.673], [-3.492, -3.112, 4.770], [-5.502, -2.161, 4.838], [4.831, 0.328, 2.893], [6.099, 1.626, 2.427], [5.677, 3.200, 2.442], [6.720, 1.343, 0.943], [7.605, 1.448, 3.661], [5.124, -0.822, 2.064], [4.248, -1.038, 0.732], [4.132, -2.464, 0.579], [4.883, -0.541, -0.455], [2.502, -0.483, 0.894], [1.733, -0.425, -0.444], [2.206, -1.302, -1.649], [2.394, -0.381, -2.921], [1.121, -0.216, -3.770], [1.158, 0.519, -4.689], [-0.070, -0.852, -3.488], [2.488, 0.861, 1.759], [3.415, 2.133, 0.519], [0.812, 1.584, 1.944], [-0.249, 0.703, 1.489], [0.441, 1.835, 3.325], [0.482, 3.239, 1.141], [-0.694, 3.596, 1.703], [1.299, 4.217, 1.565], [0.196, 3.311, -0.402], [-0.710, 4.306, -0.565], [1.234, 3.730, -1.128], [-0.368, 2.243, -0.938], [3.434, 0.642, 7.268], [2.269, 0.271, 8.212], [4.330, -0.131, 7.162], [4.663, 2.757, 9.224], [5.058, 4.269, 8.284], [5.550, 2.686, 7.688], [2.569, 2.974, 8.142], [3.302, 4.004, 6.829], [1.812, 1.109, 5.578], [2.015, 2.864, 5.495], [2.903, 2.783, 3.447], [4.313, 2.260, 4.346], [3.213, -0.602, 4.918], [3.277, -1.542, 3.462], [0.693, -0.250, 4.589], [0.769, -0.918, 2.977], [5.139, 0.009, 3.910], [5.733, 3.573, 3.336], [7.517, 1.901, 0.890], [2.048, -1.316, 1.465], [0.709, -0.783, -0.211], [1.556, 0.594, -0.841], [3.131, -1.880, -1.547], [1.410, -2.014, -1.941], [3.121, -0.927, -3.560], [2.870, 0.584, -2.682], [-0.413, -0.576, -2.622], [1.901, -0.717, 7.877], [2.710, 0.093, 9.211], [1.472, 1.033, 8.242], [2.655, -6.826, -5.171], [2.579, -6.180, -3.813], [4.158, -6.273, -3.356], [5.111, -5.453, -4.027], [5.004, -4.003, -3.589], [1.956, -7.483, -3.012], [1.011, -8.340, -3.656], [1.675, -9.653, -4.021], [2.193, -5.196, -2.531], [2.036, -5.629, -1.176], [3.315, -6.087, -0.511], [4.988, -5.542, -5.110], [6.098, -5.841, -3.774], [4.042, -3.575, -3.889], [5.800, -3.405, -4.036], [5.068, -3.919, -2.503], [0.577, -7.861, -4.534], [0.198, -8.522, -2.950], [2.575, -9.492, -4.614], [0.991, -10.290, -4.586], [1.980, -10.185, -3.118], [1.251, -6.379, -1.092], [1.666, -4.752, -0.638], [3.655, -7.044, -0.908], [3.153, -6.213, 0.561], [4.116, -5.362, -0.659], [-4.112, 1.660, -9.410], [-3.643, 1.185, -8.060], [-2.095, 0.756, -8.421], [-1.153, 1.782, -8.723], [-0.719, 2.525, -7.473], [-4.381, -0.292, -8.106], [-5.664, -0.437, -8.718], [-5.521, -1.147, -10.049], [-3.388, 1.017, -6.427], [-3.304, -0.229, -5.731], [-2.075, -1.045, -6.064], [-1.572, 2.473, -9.461], [-0.290, 1.297, -9.180], [-1.558, 3.072, -7.032], [0.073, 3.240, -7.705], [-0.354, 1.830, -6.715], [-6.156, 0.528, -8.837], [-6.283, -1.036, -8.044], [-4.798, -0.644, -10.692], [-6.480, -1.196, -10.568], [-5.156, -2.165, -9.896], [-4.217, -0.810, -5.851], [-3.261, 0.037, -4.671], [-2.135, -1.462, -7.070], [-1.976, -1.877, -5.366], [-1.174, -0.435, -6.009], [-5.531, 5.300, 2.898], [-5.198, 5.485, 1.441], [-6.713, 5.583, 0.804], [-7.497, 6.740, 1.085], [-7.019, 7.944, 0.293], [-4.841, 3.905, 1.121], [-4.182, 3.101, 2.102], [-5.161, 2.117, 2.711], [-4.482, 5.943, 0.012], [-4.324, 5.102, -1.133], [-5.619, 4.745, -1.829], [-7.486, 6.952, 2.158], [-8.525, 6.502, 0.807], [-6.012, 8.239, 0.601], [-7.687, 8.794, 0.444], [-6.975, 7.715, -0.772], [-3.715, 3.720, 2.870], [-3.381, 2.557, 1.593], [-6.044, 2.621, 3.105], [-4.688, 1.553, 3.515], [-5.512, 1.415, 1.952], [-3.741, 4.214, -0.891], [-3.709, 5.678, -1.829], [-6.211, 4.047, -1.237], [-5.407, 4.270, -2.789], [-6.228, 5.632, -2.005]], "lumo_energy_ha": -0.0483, "total_charge": 0, "orbital_gap_ev": 8.022}